Below is a structure of composition C11H13BrHg, with properties calculated with ωB97M-V/def2-TZVPD.

XYZ file:
```
26
Properties=species:S:1:pos:R:3:forces:R:3
C -2.529 -0.605 0.939 -0.2413 0.6194 0.7998
C -2.470 -1.117 2.271 -0.0892 1.0312 -0.1726
C -2.416 -0.005 3.173 -0.0441 -0.1739 -1.0067
H -2.532 -2.161 2.548 0.1073 -0.0529 0.0309
C -2.435 1.189 2.399 -0.2433 -0.7725 -0.6771
C -2.535 0.821 1.013 0.2078 -0.4790 0.8473
H -2.587 1.510 0.167 0.1125 -0.2272 0.2479
H -2.624 -1.199 0.034 0.1258 0.1103 0.1144
H -2.383 -0.064 4.253 0.0604 -0.0035 0.0588
H -2.415 2.204 2.789 0.0324 -0.1011 -0.0455
Hg 1.796 -0.814 1.543 -0.4366 -0.6774 -0.2794
Br 2.125 -0.989 -0.860 0.0190 -0.1321 1.5907
C 2.632 0.982 -3.062 -0.2241 -1.6167 -1.1805
C 1.513 1.734 -3.419 -0.7005 -0.7854 -0.4554
C 0.501 0.838 -3.929 0.6446 0.6259 0.4442
H 1.420 2.809 -3.356 -0.0678 0.0876 0.1469
C 0.994 -0.470 -3.864 1.6887 0.2657 0.0157
C 2.353 -0.415 -3.377 -0.8110 1.6078 -1.2772
H 3.062 -1.240 -3.401 -0.1662 0.1637 0.2858
H 3.536 1.337 -2.594 0.1458 0.1177 0.0051
H -0.464 1.141 -4.313 -0.1104 -0.0155 0.1705
H 0.474 -1.386 -4.110 -0.0861 0.0210 -0.1422
C 1.301 -1.002 3.562 0.6486 0.0243 0.1034
H 2.003 -1.709 4.045 -0.2851 0.4690 -0.0821
H 0.287 -1.405 3.583 0.0162 0.3719 0.1215
H 1.393 0.015 3.966 -0.3037 -0.4784 0.3356
```
Positions in Å, forces in eV/Å.

Its relative energy (zero: lowest compared OMol25 entry of this formula, charge and spin) is 0.00 kcal/mol. The calculation puts the orbital gap at 5.02 eV. The value obtained for the LUMO energy is 5.2 eV. As for the molar mass: 425.7 g/mol. As for the total energy: -3154.28011 hartree. The net charge is -2.